# C27H18AsCrN3S3

A molecular structure, C27H18AsCrN3S3 (wB97M-V/def2-TZVPD, OMol25).

Last column: Löwdin spin population.
Positions of all 53 atoms, in Å:
Cr -0.52256 -1.15425 0.99546  3.79
S 1.56855 -2.27804 0.77195  0.00
C 1.71607 -1.72651 2.41439  0.02
S 0.68212 -0.38012 2.85943  -0.02
C 2.50416 -2.36999 3.33697  0.01
C 2.56944 -1.89277 4.68608  0.00
N 2.61769 -1.49883 5.76684  0.00
C 3.18328 -3.57939 2.99634  0.00
N 3.68338 -4.57324 2.69646  0.00
S -2.47185 -2.30348 0.18113  0.02
C -1.59459 -3.42073 1.16513  0.01
N -0.92930 -4.44009 0.55840  0.02
C -0.05615 -5.26370 1.16805  0.02
C 0.13801 -5.18111 2.51911  0.02
C -0.60339 -4.22551 3.21822  0.02
C -1.45889 -3.36647 2.56341  0.02
H -1.01304 -4.47134 -0.44975  0.00
H 0.46763 -5.95663 0.52693  0.00
H 0.85676 -5.82642 2.99972  0.00
H -0.49276 -4.12926 4.29115  0.00
H -2.00589 -2.60601 3.10161  0.00
C -0.76609 5.56513 1.29150  0.00
C -0.01423 4.59155 1.93609  0.00
C -0.01031 3.29045 1.45530  0.00
C -0.74973 2.96948 0.31854  0.01
C -1.50308 3.94042 -0.32603  0.00
C -1.50928 5.23963 0.16681  0.00
As -0.64062 1.15022 -0.28557  0.03
C -1.59558 1.08279 -1.95646  0.00
C -2.96842 1.02387 -2.13525  0.00
C -3.47837 0.93636 -3.42430  0.00
C -2.61226 0.89454 -4.51116  0.00
C -1.23818 0.93614 -4.32795  0.00
C -0.71659 1.03220 -3.04197  0.00
C 0.72132 1.06228 -2.68690  0.00
C 1.78348 1.02762 -3.58488  0.00
C 3.08425 1.04852 -3.10486  0.00
C 3.33933 1.09320 -1.73815  0.00
C 2.28768 1.12177 -0.83283  0.00
C 0.99202 1.11680 -1.31945  0.00
H -0.77359 6.57929 1.66987  0.00
H 0.56471 4.83796 2.81661  0.00
H 0.56419 2.52891 1.97207  0.00
H -2.07740 3.69887 -1.21189  0.00
H -2.09555 5.99933 -0.33448  0.00
H -3.64317 1.04384 -1.28772  0.00
H -4.54801 0.89530 -3.58268  0.00
H -3.01372 0.82268 -5.51390  0.00
H -0.58115 0.89154 -5.18721  0.00
H 1.60540 0.98489 -4.65196  0.00
H 3.91120 1.02204 -3.80273  0.00
H 4.35971 1.09203 -1.37805  0.00
H 2.48342 1.12421 0.23255  0.00

Force components x, y, z for each atom (eV/Å):
0.278 0.813 0.032
-0.019 -0.026 0.058
-0.185 0.004 0.020
0.226 -0.157 -0.184
-0.048 0.033 0.210
0.102 -0.106 -0.141
-0.015 -0.045 -0.001
-0.006 0.128 -0.030
-0.029 -0.020 0.058
0.045 -0.183 -0.055
-0.072 -0.462 0.152
-0.082 -0.003 -0.201
0.038 0.002 0.156
-0.071 -0.042 -0.203
0.028 0.070 0.165
-0.078 0.062 -0.068
0.004 -0.010 0.006
0.004 -0.015 0.025
0.002 0.037 0.027
0.042 -0.024 -0.016
-0.023 -0.019 0.019
0.029 0.011 0.036
-0.022 -0.037 -0.038
-0.054 0.079 0.033
0.089 0.128 0.147
0.010 0.100 -0.006
-0.025 -0.020 -0.025
-0.102 -0.514 -0.110
-0.052 0.162 0.102
-0.012 0.009 -0.108
0.024 -0.001 -0.010
-0.024 -0.001 -0.008
-0.006 -0.002 0.034
0.069 -0.013 -0.055
-0.026 -0.001 -0.143
-0.004 -0.001 0.044
0.020 0.002 0.026
0.004 -0.013 -0.019
0.035 -0.040 -0.073
-0.078 0.138 0.123
-0.003 -0.005 -0.008
-0.010 0.019 -0.006
-0.004 -0.016 -0.027
0.013 -0.039 0.000
0.005 -0.006 0.006
0.026 0.009 0.025
0.002 -0.001 0.002
-0.004 -0.001 0.007
0.006 -0.001 0.010
-0.011 -0.003 0.004
-0.002 0.000 0.003
-0.002 0.004 -0.007
-0.031 0.017 0.013

Summary:
total charge	0
LUMO (alpha / beta)	-0.0356 / -0.0357	Ha
M	607.581	g mol⁻¹
energy relative to the best compared isomer or geometry (same formula, charge and spin)	0.000	eV
HOMO (alpha / beta)	-7.633 / -8.106	eV
Kohn-Sham gap (alpha / beta)	6.7 / 7.1	eV
spin multiplicity	5

***

# C27H40F3N8O9SV

A molecular structure, C27H40F3N8O9SV (wB97M-V/def2-TZVPD, OMol25).

Last column: Löwdin spin population.
Positions of all 89 atoms, in Å:
V -0.57076 1.66475 -1.04875  1.99
N -0.16079 -0.77971 0.10878  0.00
O 0.19679 -1.94257 0.32804  0.01
O 0.55411 0.23829 0.18883  -0.01
O -1.21286 -0.39019 -0.36986  -0.01
N -2.22670 2.60954 -2.98744  0.00
O -3.09612 3.14773 -3.64145  0.01
O -1.14831 3.04067 -2.69344  -0.02
O -2.34569 1.62170 -2.25725  -0.02
C 2.71129 2.78406 -3.59874  0.00
F 3.82281 2.13444 -3.93163  0.00
F 3.01681 4.03386 -3.22576  0.00
F 1.85440 2.79039 -4.62498  0.00
S 2.03250 1.85033 -1.96832  0.00
O 3.09563 1.13431 -1.23001  0.00
O 1.22160 2.76215 -1.10581  -0.01
O 0.85185 1.07054 -2.42542  0.02
N 4.02424 0.67648 1.26473  0.00
C 4.84653 1.51260 1.95596  0.00
C 4.73391 1.35709 3.28176  0.00
C 3.86200 0.27578 3.45851  0.00
C 3.41067 -0.14210 2.20232  0.00
H 3.89833 0.63842 0.26333  0.00
H 5.55728 2.17541 1.48489  0.00
H 5.31483 1.89618 4.01546  0.00
H 3.59262 -0.03291 4.45778  0.00
H 2.61237 -0.80681 1.90692  0.00
N 0.03733 -1.71721 -3.32746  0.00
C -0.29681 -0.84379 -4.37069  0.00
C -1.70286 -0.81771 -4.47208  0.00
C -2.16162 -1.69594 -3.47146  0.00
C -1.06982 -2.23569 -2.75475  0.00
H 0.97250 -2.04661 -3.13497  0.00
H 0.48337 -0.29148 -4.87337  0.00
H -2.19503 -0.24458 -5.24390  0.00
H -3.19053 -1.88708 -3.20461  0.00
H -1.00949 -2.82226 -1.84993  0.00
N -0.83229 -4.66947 0.29377  0.00
C -1.41179 -5.04647 1.43997  0.00
C -2.21888 -6.14337 1.13364  0.00
C -2.09025 -6.45337 -0.27115  0.00
C -1.11741 -5.52189 -0.70893  0.00
H -0.22017 -3.86701 0.25562  0.00
H -1.26941 -4.44014 2.32230  0.00
H -2.90015 -6.70191 1.75838  0.00
H -2.59507 -7.22039 -0.83969  0.00
H -0.56798 -5.37428 -1.62694  0.00
N -2.22785 -0.05471 4.48365  0.00
C -1.87107 -0.91027 3.48438  0.00
C -0.45972 -1.11781 3.43926  0.00
C 0.06834 -0.28136 4.40347  0.00
C -1.06006 0.44019 5.01883  0.00
H -3.16954 0.13890 4.79323  0.00
H -2.63130 -1.33142 2.84323  0.00
H 0.10843 -1.78943 2.81273  0.00
H 1.12404 -0.17659 4.60576  0.00
H -1.19102 1.19596 5.77913  0.00
N 3.30460 -1.58459 -2.15512  0.00
C 3.03027 -2.05088 -3.42122  0.00
C 2.56055 -3.32831 -3.31433  0.00
C 2.53050 -3.67080 -1.96744  0.00
C 2.93233 -2.60461 -1.27669  0.00
H 3.57207 -0.63757 -1.92771  0.00
H 3.16171 -1.44036 -4.30235  0.00
H 2.31520 -3.91126 -4.18976  0.00
H 2.17111 -4.61247 -1.57951  0.00
H 2.97003 -2.36062 -0.22529  0.00
C -3.23626 4.68801 1.04349  0.00
C -2.41725 3.87031 -0.03278  0.00
N -1.51620 2.76221 0.50620  0.00
C -0.48688 3.44678 1.31428  0.00
C 0.60793 2.59840 2.02520  0.00
C -2.27845 1.81747 1.47209  0.01
C -3.56416 1.16562 0.97564  0.00
H -3.86175 4.07846 1.69564  0.00
H -3.94388 5.28930 0.47268  0.00
H -2.69565 5.43236 1.62812  0.00
H -3.17790 3.36988 -0.63200  0.00
H -1.93071 4.53114 -0.75019  0.00
H -0.96135 4.06145 2.07924  0.00
H 0.02837 4.14977 0.65975  0.00
H 0.19703 1.81703 2.66452  0.00
H 1.13452 3.22790 2.74251  0.00
H 1.33668 2.14508 1.35323  0.00
H -1.52215 1.04692 1.62164  0.00
H -2.44180 2.26259 2.45356  0.00
H -3.97706 0.50164 1.73508  0.00
H -4.23276 1.98722 0.71866  0.00
H -3.39204 0.55884 0.08665  0.00

Force components x, y, z for each atom (eV/Å):
-0.332 -0.783 -1.239
1.443 -0.499 -0.869
-0.765 2.451 0.098
3.708 1.163 1.428
-4.539 -1.021 -1.535
-2.655 0.537 0.905
1.146 -1.038 0.045
6.088 4.904 -0.647
-3.257 -5.008 1.781
0.226 0.092 0.685
-0.502 0.197 -0.023
-0.395 -0.862 -0.348
0.682 -0.157 1.480
-1.798 -1.456 1.397
-1.533 2.032 -2.842
0.965 1.744 0.934
1.548 -1.774 -1.794
0.128 -0.761 1.364
1.020 1.494 -1.863
0.393 -0.428 0.520
-1.049 -0.508 0.002
0.127 0.817 0.627
0.086 0.067 0.571
-0.285 0.013 -0.422
-0.161 -0.114 0.025
-0.333 -0.537 -0.280
0.177 -0.097 0.094
-0.157 1.132 -0.989
-0.790 -0.996 0.999
2.528 -0.225 0.114
-0.112 -0.745 1.322
-1.431 1.084 -1.339
-0.090 0.250 -0.009
-0.150 -0.164 -0.133
-0.376 -0.114 0.301
-0.002 -0.008 -0.110
-0.180 -0.155 -0.309
1.173 0.274 0.045
-1.570 -0.885 0.404
-0.319 -0.156 -0.554
1.961 1.898 0.951
-1.071 -0.832 -0.842
-0.062 -0.294 -0.325
-0.165 -0.289 0.092
0.184 0.271 0.348
0.224 0.062 0.101
-0.435 -0.193 -0.245
2.063 -0.072 -1.014
0.554 -1.541 -0.832
-2.638 0.459 0.056
-2.084 2.380 1.950
1.572 -1.356 -0.337
0.314 0.095 -0.202
0.031 -0.233 0.136
-0.324 0.069 -0.105
-0.177 0.295 0.219
0.660 -0.139 0.122
-0.800 -1.345 -0.350
0.641 0.539 0.079
0.569 0.079 -1.922
-0.960 -1.715 0.132
1.170 2.854 1.303
-0.129 -0.349 0.130
0.127 -0.029 0.089
-0.133 -0.190 0.236
0.110 0.101 0.167
0.058 -0.421 0.022
0.303 0.029 -0.986
-1.433 -0.489 0.932
-1.423 0.576 0.759
1.628 0.172 0.701
-0.624 -0.050 0.020
1.028 -0.754 -0.604
0.604 0.809 -0.666
0.313 -0.193 0.027
-0.070 -0.026 -0.190
0.335 -0.356 0.050
-0.014 -0.164 0.005
0.606 -0.076 0.430
-0.288 -0.122 0.015
-0.037 0.026 -0.169
-0.145 -0.133 -0.213
0.101 0.309 -0.282
-0.102 0.148 0.070
-0.202 -0.104 0.347
0.124 0.544 -0.164
-0.028 0.299 0.092
-0.559 -0.402 0.074
-0.037 0.092 -0.040

Summary:
total charge	0
LUMO (alpha / beta)	-0.0581 / -0.0222	Ha
M	760.669	g mol⁻¹
energy relative to the best compared isomer or geometry (same formula, charge and spin)	3.513	eV
HOMO (alpha / beta)	-7.582 / -7.582	eV
Kohn-Sham gap (alpha / beta)	6.0 / 7.0	eV
spin multiplicity	3

***

# CH6O4Si

2 unconnected molecules or ions with the total composition CH6O4Si (wB97M-V/def2-TZVPD, OMol25).

Last column: Löwdin charge in e.
Positions of all 12 atoms, in Å:
C -1.77725 0.42002 -0.26468  -0.68
O 1.86872 -1.10743 1.13361  -0.32
O -3.06616 0.00177 -0.47597  0.11
O -1.69063 1.10254 0.83180  0.16
O -0.94924 0.06852 -1.04486  0.08
Si 2.08365 -0.25653 -0.18300  0.44
H 2.27327 -1.10997 2.07650  0.12
H -2.98673 -0.46126 -1.29682  0.11
H -2.62713 1.38875 1.11207  0.19
H 2.00403 1.23891 -0.42344  -0.08
H 1.18654 -0.90114 -1.07588  -0.07
H 3.68092 -0.38419 -0.38933  -0.06

Force components x, y, z for each atom (eV/Å):
-1.990 -1.779 -1.430
0.003 -0.978 5.121
-0.043 0.908 1.060
-1.211 1.755 1.579
1.252 0.671 0.317
3.474 1.488 -1.770
-0.998 0.347 -3.024
-0.291 -0.650 -0.967
2.023 -0.789 -0.516
-0.489 -0.456 0.737
-0.140 -0.469 -0.865
-1.590 -0.048 -0.243

Summary:
total charge	0
LUMO	0.0116	Ha
M	110.141	g mol⁻¹
energy relative to the best compared isomer or geometry (same formula, charge and spin)	1.739	eV
HOMO	-9.866	eV
Kohn-Sham gap	10.2	eV
spin multiplicity	1
SMILES	O=C(O)O.O[SiH3]

***

# C10H10BrFTc

A molecular structure, C10H10BrFTc (wB97M-V/def2-TZVPD, OMol25).

Last column: Löwdin spin population.
Positions of all 23 atoms, in Å:
C 0.36087 -0.63999 -2.57088  0.07
C 1.07886 0.17922 -1.61525  -0.02
C 0.76622 -0.32670 -0.29539  0.00
H 1.77724 0.99012 -1.82916  0.00
C -0.13041 -1.42880 -0.45669  0.03
C -0.35389 -1.65477 -1.85123  0.02
H -0.92975 -2.48852 -2.24502  0.00
H 0.36316 -0.56724 -3.64180  0.01
H 1.12108 0.01508 0.66407  0.00
H -0.50064 -2.04428 0.34983  0.00
Tc -1.06026 0.38828 -1.34110  1.91
Br -0.35976 2.56447 -2.13060  0.14
C -4.12394 0.66887 -0.89151  0.12
C -4.25168 -0.62356 -1.47555  0.10
C -3.70460 -0.58515 -2.79420  0.25
H -4.73977 -1.48067 -1.02162  0.00
C -3.21782 0.74011 -3.03032  0.02
C -3.49588 1.52664 -1.84992  0.13
H -3.35671 2.59951 -1.77201  0.00
H -4.47778 0.96683 0.09162  0.01
H -3.71450 -1.40178 -3.51448  0.01
H -2.81392 1.13410 -3.95950  0.00
F -1.63635 0.67715 0.40654  0.19

Force components x, y, z for each atom (eV/Å):
0.811 -0.802 0.174
0.637 -1.418 0.465
0.107 -0.431 -1.467
-0.558 -0.387 0.060
0.618 -0.539 -0.689
0.461 -0.226 0.464
0.068 0.440 -0.067
0.159 0.235 -0.150
-0.118 0.380 -0.172
-0.264 0.229 -0.055
-2.164 0.807 -0.708
-0.228 1.533 -0.304
-0.611 -1.577 -0.799
-0.130 1.441 0.913
0.532 0.679 0.158
0.218 0.165 -0.031
0.435 0.037 0.982
0.687 -0.971 -0.807
0.070 -0.281 0.069
0.222 -0.132 -0.251
0.087 0.236 0.222
-0.117 -0.154 0.242
-0.924 0.737 1.749

Summary:
total charge	0
LUMO (alpha / beta)	-0.0025 / -0.0681	Ha
M	327.092	g mol⁻¹
energy relative to the best compared isomer or geometry (same formula, charge and spin)	0.000	eV
HOMO (alpha / beta)	-7.795 / -7.750	eV
Kohn-Sham gap (alpha / beta)	7.7 / 5.9	eV
spin multiplicity	4